DFT (wB97M-V/def2-TZVPD) results for a structure of composition C10H28NNbO6P at a distorted geometry.

```
47
Properties=species:S:1:pos:R:3:forces:R:3:mulliken_charge:R:1
H 5.8773 -0.5731 -1.2174 -0.05 0.03 0.13 0.32
C 6.4138 -0.0472 -0.4197 0.29 0.23 0.43 -0.62
H -6.0166 -1.3032 1.4346 0.00 -0.75 -0.37 0.00
O 7.1896 -0.9575 0.3599 -0.33 -0.11 -0.14 -0.38
C -7.0317 -1.6146 -3.8317 0.29 -1.13 -0.57 -0.79
H -6.8883 -2.6488 -3.3327 -0.40 1.74 -0.77 0.23
Nb -5.9927 -0.8418 -0.3499 0.35 2.14 1.49 -0.55
H -1.2454 0.4897 -0.4810 -0.01 0.03 0.13 0.32
O -0.9502 0.4463 2.1861 0.34 0.37 0.11 -0.38
C 4.6490 -0.4100 2.3533 -0.21 -0.07 -0.09 -0.80
H 4.9539 1.5006 -0.1656 0.04 0.02 -0.01 0.37
H 5.9865 1.2692 1.2542 0.04 -0.11 -0.04 0.35
H 4.4710 0.4722 2.9756 0.07 -0.01 0.09 0.31
H -4.3264 0.3507 -4.1702 -0.34 -0.65 0.82 0.31
O -4.4285 2.5376 -1.6402 -0.78 -4.23 4.75 -0.54
C -1.1058 1.4729 -0.0194 -0.04 0.49 0.24 -0.36
O -4.4570 -0.3554 -3.4968 -1.00 0.53 -0.38 -0.53
H -6.5268 -2.5633 -0.7249 0.10 0.34 0.14 0.06
H -4.2256 -1.2962 -0.4812 0.33 -0.43 -0.27 0.05
N -5.4674 1.1603 0.2427 4.58 2.29 -5.45 -0.76
O 4.4260 -0.0904 0.9872 0.42 0.04 0.20 -0.27
H 5.6544 -2.3707 0.4195 -0.01 0.02 -0.05 0.29
H -2.6642 1.2472 1.4328 0.00 0.01 -0.04 0.40
C 6.7296 -2.2958 0.2421 0.15 0.04 0.07 -0.69
P -6.0647 -0.2835 -2.8381 0.43 -1.31 -1.33 0.18
O 0.2588 1.8903 -0.1037 0.09 -0.37 0.06 -0.43
H 0.9675 -0.0048 0.4127 -0.02 -0.02 -0.05 0.30
H 2.1661 1.1594 -0.1810 -0.10 0.02 0.01 -0.01
C -1.5934 1.4705 1.4244 -0.17 -0.53 -0.31 -0.48
C 0.0660 0.9614 3.0302 -0.19 -0.22 -0.10 -0.73
H -6.5748 -1.7216 -4.8903 -0.81 0.41 1.57 0.22
C 5.4501 0.7471 0.4544 -0.35 -0.31 -0.39 -0.44
H -7.7504 -0.3684 -0.1973 -0.68 -0.23 -0.28 0.03
H -1.4505 2.4527 1.8897 0.10 -0.05 -0.07 0.27
H -1.6958 2.1982 -0.5880 -0.05 -0.06 0.01 0.30
H 0.6247 0.1195 3.4444 -0.11 -0.02 -0.04 0.22
H -8.1540 -1.3749 -3.9136 1.76 -0.26 0.19 0.27
H 7.1174 0.6478 -0.8891 -0.04 0.02 -0.02 0.39
C -4.7607 1.7500 -0.7131 -3.74 1.57 0.49 0.83
H -0.3835 1.5224 3.8567 0.09 0.09 0.04 0.33
C 1.1432 0.7981 -0.3077 0.03 0.28 0.00 -0.49
H 3.9390 -1.1882 2.6407 0.00 0.11 -0.11 0.24
H 6.9688 -2.6867 -0.7523 -0.09 -0.07 -0.01 0.32
H 5.6620 -0.7851 2.5208 0.02 0.06 -0.01 0.36
H 1.0319 0.4149 -1.3268 0.01 -0.15 0.01 0.39
H 0.7601 1.6034 2.4821 0.00 0.06 0.00 0.32
H 7.2477 -2.9014 0.9878 0.04 0.12 -0.05 0.24
```
Positions in Å, forces in eV/Å.

2S+1 ... 1
Frontier orbital gap ... 0.2366 hartree
Total energy ... -1302.0715 hartree
LUMO level ... 2.21 eV
Max |F| ... 7.479 eV Å⁻¹
Total charge ... -1